(1)
{
  "formula": "C20H24NO",
  "method": "ωB97M-V/def2-TZVPD",
  "relative_energy_kcal_mol": 0.0,
  "lumo_energy_ev": -5.2,
  "fmax_ev_per_a": 2.9,
  "charge": 1,
  "homo_energy_ev": -11.97,
  "gap_ev": 6.7,
  "total_energy_ev": -24659.7958,
  "species": ["C", "H", "C", "C", "H", "H", "H", "H", "H", "H", "H", "H", "C", "C", "C", "N", "H", "O", "C", "C", "H", "C", "H", "C", "C", "C", "C", "C", "H", "H", "H", "H", "H", "H", "H", "C", "C", "H", "C", "C", "C", "H", "H", "H", "H", "C"],
  "xyz": [[-1.776, -4.611, 0.761], [1.488, 1.968, -6.977], [0.715, 0.854, 0.333], [2.176, 0.266, -2.987], [-1.112, 1.645, 4.425], [-0.014, 1.768, -6.052], [1.211, 2.991, -5.555], [2.327, -5.090, 0.736], [-2.580, -5.027, 1.384], [-0.080, -5.991, 0.422], [-0.388, -5.585, 2.122], [2.482, -3.658, 1.766], [-0.003, 1.698, 1.224], [-1.332, 3.309, 3.104], [-2.062, 4.137, 4.095], [-0.137, -2.883, 0.982], [-1.377, 4.596, 4.807], [1.702, 1.030, -5.190], [-0.921, 2.022, 3.436], [-0.266, 1.236, 2.526], [-0.108, 3.433, -0.037], [0.897, 0.961, -1.061], [2.985, -0.294, -3.418], [0.513, -3.984, 1.017], [-1.028, 3.800, 1.837], [0.063, 1.711, -1.926], [-0.386, 3.015, 0.913], [1.988, -4.061, 0.880], [-0.397, 2.271, -3.907], [-0.801, 2.207, -1.523], [-1.894, -2.843, 2.020], [2.313, -3.471, 0.020], [2.575, -0.374, -1.006], [-2.037, -4.797, -0.290], [-2.770, 3.525, 4.652], [0.287, 1.738, -3.273], [1.945, 0.217, -1.647], [0.058, 0.245, 2.795], [1.369, 1.037, -3.845], [1.050, 1.998, -5.978], [-1.527, -3.116, 1.023], [-1.286, 4.814, 1.585], [-2.043, -2.469, 0.301], [1.213, 0.021, 0.800], [-2.630, 4.929, 3.607], [-0.400, -5.189, 1.099]],
  "nbo_charge": [-0.42, 0.22, 0.14, -0.27, 0.23, 0.19, 0.19, 0.23, 0.22, 0.23, 0.23, 0.24, -0.11, 0.10, -0.65, -0.46, 0.25, -0.45, -0.22, -0.11, 0.22, -0.23, 0.25, 0.31, -0.22, -0.03, -0.13, -0.67, 0.24, 0.22, 0.19, 0.23, 0.23, 0.21, 0.24, -0.33, -0.07, 0.23, 0.42, -0.26, -0.25, 0.23, 0.20, 0.23, 0.23, -0.48]
}

(2)
{
  "formula": "C2H6N4S",
  "method": "ωB97M-V/def2-TZVPD",
  "relative_energy_kcal_mol": 69.3,
  "smiles": "[H]/N=C(/NS)NN=C",
  "lumo_energy_ev": 0.7,
  "fmax_ev_per_a": 3.8,
  "homo_energy_ev": -8.91,
  "gap_ev": 9.6,
  "total_energy_ev": -18964.0410,
  "species": ["C", "N", "H", "H", "H", "H", "N", "N", "S", "N", "H", "H", "C"],
  "xyz": [[-2.185, 0.489, -0.448], [-1.882, -0.656, 0.030], [1.505, -1.616, -0.699], [-0.229, 1.484, 1.078], [-3.359, 0.337, -0.843], [2.637, 1.192, -0.602], [0.610, 1.203, 0.578], [-0.580, -0.940, 0.439], [3.185, -0.060, -0.106], [1.672, -0.852, 0.030], [-1.435, 1.344, -0.651], [-0.465, -1.886, 0.868], [0.526, -0.039, 0.326]],
  "nbo_charge": [-0.20, -0.23, 0.41, 0.36, 0.21, 0.15, -0.73, -0.51, 0.15, -0.78, 0.20, 0.41, 0.55]
}

(3)
{
  "formula": "C35H38BrN5O16PS",
  "method": "ωB97M-V/def2-TZVPD",
  "lumo_energy_ev": -3.4,
  "fmax_ev_per_a": 2.3,
  "charge": 1,
  "homo_energy_ev": -10.87,
  "gap_ev": 7.5,
  "total_energy_ev": -167280.1918,
  "species": ["N", "H", "H", "C", "H", "C", "C", "H", "H", "C", "H", "H", "H", "H", "C", "C", "C", "C", "O", "H", "C", "H", "N", "C", "H", "H", "O", "H", "H", "Br", "H", "H", "H", "H", "O", "C", "O", "N", "C", "C", "C", "S", "O", "H", "C", "O", "O", "P", "H", "C", "O", "O", "N", "H", "C", "C", "C", "N", "H", "C", "H", "H", "C", "C", "H", "C", "C", "C", "H", "C", "H", "C", "H", "C", "C", "H", "C", "H", "O", "O", "O", "C", "C", "H", "O", "C", "H", "H", "C", "O", "H", "O", "O", "H", "H", "H", "C"],
  "xyz": [[0.865, 3.464, 0.707], [2.407, 8.342, 1.200], [3.855, 1.202, -0.932], [6.752, -3.954, 6.725], [1.454, -4.193, -4.757], [7.835, -3.295, 5.913], [2.421, -3.712, -4.763], [4.095, -1.038, 5.133], [4.638, -3.871, 7.256], [-6.981, -2.129, -5.709], [-8.728, -0.151, 0.814], [5.982, -1.920, -4.604], [2.893, 5.779, -0.659], [-8.829, -0.742, -2.760], [-9.085, -3.399, -6.108], [-9.704, -2.798, -4.940], [-5.974, 1.601, -0.416], [-9.018, -1.913, -4.204], [2.655, -3.911, -2.423], [-0.239, 5.580, 1.330], [-0.039, 1.220, 2.630], [-1.644, -0.082, 3.223], [1.138, 2.099, 0.589], [3.186, 7.589, 1.239], [1.711, -2.545, 0.448], [-5.965, -1.844, -5.942], [-5.547, 1.951, -1.498], [0.293, 2.170, 3.019], [-2.186, 1.266, 2.208], [1.056, -0.093, 3.557], [-0.796, 1.425, 0.667], [3.794, 7.629, 0.345], [-5.866, 1.239, 3.831], [-10.715, -3.093, -4.698], [4.806, -2.233, -6.944], [2.166, 5.575, 0.111], [-9.519, -1.333, -3.121], [2.984, 0.969, -0.490], [3.103, -3.547, -3.496], [-1.506, 0.966, 2.997], [2.617, 6.186, 1.442], [-2.146, 3.869, 0.295], [-7.834, 0.633, -1.559], [-1.721, 1.488, 3.922], [6.243, -1.706, 5.044], [5.923, -0.762, 4.340], [4.985, -2.739, -2.275], [-0.571, 4.228, 1.338], [3.810, 7.826, 2.092], [-7.269, 0.838, -0.377], [-5.275, 1.662, 3.178], [3.970, -1.779, 5.755], [2.421, -2.278, 1.134], [-7.245, 1.030, -2.230], [-5.302, 1.883, 0.843], [4.440, -2.861, -3.485], [2.643, -0.440, -0.455], [2.828, 3.264, -0.280], [4.361, -3.178, -1.664], [2.988, -1.190, 0.824], [-0.699, 3.890, 2.691], [1.794, 6.241, 2.149], [0.160, 1.157, 1.107], [-7.799, 0.400, 0.774], [1.617, -0.613, -0.760], [4.346, -2.596, -5.882], [-7.667, -3.017, -6.442], [5.166, -2.346, 5.874], [-4.381, 2.447, 0.805], [5.020, -2.413, -4.603], [0.353, 0.131, 0.830], [-7.611, -1.512, -4.557], [8.937, -4.581, 6.660], [-5.832, 1.446, 1.991], [1.937, 4.117, 0.185], [3.060, -2.990, -7.722], [4.087, -0.641, 1.672], [4.086, -1.107, 2.644], [-7.067, -0.686, -3.847], [7.057, -4.915, 7.399], [2.436, -3.383, -7.081], [2.325, 2.036, -0.052], [5.407, -3.402, 6.659], [3.241, -0.916, -1.227], [9.035, -3.836, 6.037], [-7.115, 0.663, 2.029], [-7.868, -4.203, -7.848], [4.055, 0.440, 1.726], [2.999, -3.268, -5.891], [-7.513, 0.291, 3.115], [1.253, 6.083, -0.199], [-9.637, -4.199, -6.836], [-7.163, -3.620, -7.506], [5.035, -0.905, 1.201], [8.356, -1.761, 4.534], [3.391, 5.568, 1.890], [7.587, -2.239, 5.123]],
  "mulliken_charge": [-0.12, 0.35, 0.27, 1.03, 0.44, 0.36, -1.05, 0.32, 0.44, -1.09, 0.46, 0.45, 0.44, 0.34, 1.04, -0.87, 1.08, 0.35, -0.64, 0.13, 0.01, 0.50, 0.37, -1.35, 0.28, 0.43, -0.66, 0.52, 0.18, -0.10, 0.11, 0.37, 0.37, 0.44, -0.59, -1.19, -0.55, -0.11, 1.08, -1.23, -0.07, -0.28, -0.49, 0.37, 1.12, -0.65, -0.64, 0.19, 0.37, 0.18, -0.59, -0.59, -0.61, 0.32, -0.48, 0.31, -1.15, -0.61, 0.36, 0.93, 0.11, 0.22, -0.90, -0.93, 0.65, 1.00, 0.33, 0.29, 0.25, -0.92, 0.47, 0.94, 0.37, 0.05, 0.50, 0.37, -1.34, 0.29, -0.52, -0.60, -0.55, 0.59, -0.88, 0.34, -0.56, 1.01, 0.37, 0.29, 0.37, -0.62, 0.39, -0.61, -0.56, 0.42, 0.43, 0.42, -1.07]
}

(4)
{
  "formula": "C24H24AlN7O5S",
  "method": "ωB97M-V/def2-TZVPD",
  "lumo_energy_ev": 0.1,
  "fmax_ev_per_a": 1.4,
  "homo_energy_ev": -8.30,
  "gap_ev": 8.4,
  "total_energy_ev": -63384.2732,
  "species": ["O", "C", "C", "H", "H", "Al", "H", "N", "N", "H", "C", "N", "H", "C", "H", "C", "H", "O", "C", "H", "C", "O", "H", "C", "H", "H", "C", "C", "C", "C", "H", "C", "C", "C", "H", "H", "C", "O", "C", "C", "S", "H", "C", "N", "N", "H", "O", "C", "C", "H", "C", "C", "H", "N", "H", "H", "H", "H", "N", "H", "C", "H"],
  "xyz": [[3.207, 0.228, 3.747], [2.893, 3.024, 1.402], [3.044, -2.798, -0.875], [-1.297, 2.287, -0.239], [0.093, 3.287, 5.362], [1.297, 0.876, 0.552], [1.994, -4.017, -3.559], [-0.653, 0.403, 0.518], [-4.971, -1.628, -2.015], [-3.618, 0.888, -0.763], [-0.916, -1.583, -3.936], [-4.955, -1.510, -3.269], [0.534, 4.263, 1.319], [2.069, 3.344, 2.652], [-0.819, -1.861, -1.811], [0.246, 2.090, 3.538], [-3.729, -1.288, -5.846], [1.692, 0.259, 2.143], [-1.238, -0.775, 0.612], [3.524, -3.720, -0.595], [-1.732, -1.422, -5.064], [4.002, 3.465, 1.254], [-0.928, 4.971, 3.179], [-3.665, -1.559, -3.713], [-1.262, -1.294, -6.027], [0.157, -1.535, -4.037], [2.672, -2.540, -2.204], [0.629, 3.739, 2.268], [-2.699, 0.594, -0.298], [-3.430, -1.766, -0.137], [0.346, -1.715, 1.601], [-1.450, -1.757, -2.679], [1.784, 2.147, 3.600], [-0.025, 4.439, 3.474], [3.636, -4.296, -2.955], [-1.250, -2.377, 2.012], [-0.629, -1.988, 1.205], [-0.031, 2.484, 2.205], [2.754, -1.828, 0.057], [2.931, -3.536, -3.281], [0.997, 0.918, -1.894], [-0.509, -2.776, 0.460], [-2.833, -1.738, -2.582], [2.064, -1.421, -2.546], [-3.716, -1.796, -1.540], [0.655, 5.148, 3.941], [2.271, 2.289, 0.514], [2.323, 0.789, 3.151], [-3.104, -1.417, -4.980], [2.169, 2.341, 4.601], [1.802, -0.523, -1.597], [-1.552, 1.264, -0.047], [3.320, -3.026, -4.157], [-2.498, -0.697, 0.129], [-0.167, 1.105, 3.739], [3.010, -1.934, 1.104], [2.594, 4.146, 3.169], [-3.002, -2.715, 0.209], [2.129, -0.706, -0.289], [-1.429, 3.102, 4.472], [-0.351, 3.231, 4.371], [-4.381, -1.578, 0.375]],
  "nbo_charge": [-0.60, 0.82, -0.36, 0.24, 0.22, 1.93, 0.24, -0.61, -0.02, 0.24, -0.17, -0.22, 0.22, -0.35, 0.21, 0.09, 0.23, -0.94, 0.44, 0.23, -0.22, -0.58, 0.22, 0.10, 0.22, 0.25, 0.31, 0.10, -0.08, -0.03, 0.27, -0.25, -0.34, -0.43, 0.22, 0.24, -0.67, -0.53, 0.13, -0.65, -0.19, 0.23, 0.08, -0.51, -0.22, 0.22, -0.93, 0.82, -0.20, 0.24, 0.26, -0.03, 0.24, -0.35, 0.21, 0.23, 0.24, 0.22, -0.69, 0.21, -0.43, 0.24]
}